No. 1
Here is 12 unconnected molecules or ions with the total composition C18H50BN10O19 from OMol25. Energies are from wB97M-V/def2-TZVPD.

M ... 721.461 g/mol
LUMO energy (alpha / beta) ... -0.05009 / -0.25932 Eh
<S²> ... 0.75
Net charge ... 0
HOMO energy (alpha / beta) ... -0.3218 / -0.3218 Eh
Spin multiplicity ... 2
Energy ... -73958.535 eV

```
98
Properties=species:S:1:pos:R:3:forces:R:3
O -1.8584 -3.5205 -1.4243 0.9 1.3 0.4
C -1.3255 -2.5538 -0.9031 -0.5 -1.4 -0.8
O -1.9389 -1.6091 -0.2456 0.0 0.7 0.3
B -0.9657 -0.6086 0.2483 0.0 0.2 0.7
O 0.3475 -1.1310 -0.2002 0.2 -0.2 -0.4
C 0.1862 -2.2221 -0.9212 1.9 -0.8 -1.9
O 1.0549 -2.8076 -1.5919 -2.1 1.4 1.7
O -0.9484 -0.4963 1.7303 -0.4 1.0 -0.2
C -1.0578 0.7980 2.1318 0.0 0.1 2.7
O -1.0651 1.1568 3.3175 0.1 -0.7 -4.0
C -1.2229 1.6378 0.8131 -0.6 3.0 0.2
O -1.2377 0.7933 -0.2053 0.3 -0.4 0.2
O -1.3423 2.8752 0.7202 0.6 -3.9 0.6
O -1.5423 -4.6439 -3.9530 0.5 -0.3 -0.8
H -2.2221 -4.0259 -4.2217 -0.2 0.1 0.0
H -1.5962 -4.6594 -2.9974 0.0 0.2 0.5
O -2.9962 -4.5958 0.8245 -0.5 -0.2 0.5
H -2.5880 -4.5856 -0.0412 0.1 0.0 -0.3
H -2.2859 -4.3764 1.4275 0.0 0.1 0.2
O -3.3545 4.5289 -0.2454 -0.3 0.0 -0.2
H -2.9154 4.2461 0.5568 0.3 -0.2 0.1
H -3.8536 5.3032 0.0144 -0.2 0.2 0.0
C 1.5902 4.6995 3.8716 0.7 2.1 5.2
O 2.1775 5.5628 4.5373 0.5 -0.3 -1.6
N 1.7928 4.1944 2.7151 2.9 -0.3 -6.5
N 0.6138 4.0034 4.4042 -2.7 -0.9 1.4
H 1.2001 3.4953 2.2907 0.3 0.2 0.3
H 2.4285 4.6575 2.0815 -0.2 -0.1 0.1
H 0.6329 3.8497 5.4023 -0.8 -0.1 -0.4
H 0.0532 3.6182 3.6576 -0.8 -0.9 1.6
C 2.1433 -3.4656 -5.4613 0.0 -1.9 5.0
O 2.8074 -2.4006 -5.4693 1.2 2.2 -0.3
N 1.5758 -4.0112 -6.4159 -1.4 -1.0 -6.1
N 2.0463 -4.1579 -4.3360 0.9 1.5 1.7
H 1.8418 -3.6681 -7.3279 -0.6 -0.5 -0.5
H 1.2337 -4.9507 -6.2734 -0.3 0.2 -0.5
H 2.1125 -3.5730 -3.5153 -0.2 -0.5 0.9
H 1.4466 -4.9702 -4.3107 -0.1 0.2 0.3
C 1.3089 -1.7219 4.5018 1.7 0.3 0.9
O 2.3593 -1.2833 4.8643 3.3 1.3 0.7
N 1.0292 -1.9278 3.2413 -0.7 -0.5 -3.9
N 0.3923 -2.0923 5.3193 -3.7 -1.7 3.0
H 1.6900 -1.4999 2.6085 -0.4 0.0 -0.1
H 0.0505 -1.9826 2.9980 0.3 0.1 -0.3
H 0.5813 -2.3115 6.2869 0.2 0.5 -0.4
H -0.4770 -2.4323 4.9334 -0.1 0.0 0.4
C -3.1954 -2.2199 4.0473 -0.1 -2.7 0.8
O -2.1119 -2.7094 4.4117 -1.2 0.3 -0.5
N -3.3894 -1.2397 3.2520 1.6 4.6 -3.4
N -4.4043 -2.7391 4.3109 -0.6 -2.4 2.3
H -4.2893 -0.8320 3.0422 0.4 -0.3 0.1
H -2.5856 -0.9506 2.7130 -0.3 0.3 0.2
H -5.2375 -2.4960 3.7944 0.4 -0.4 0.2
H -4.3019 -3.6333 4.7692 -0.8 0.1 0.0
C 1.4628 3.5858 -1.5936 -1.6 7.6 -6.2
O 0.7617 4.1734 -2.4542 -0.2 -0.6 0.8
N 2.5846 4.0898 -1.1946 3.8 1.0 1.9
N 1.2547 2.4622 -1.1440 -2.5 -8.9 3.9
H 2.9672 4.9921 -1.4386 -0.3 -0.5 0.0
H 3.0431 3.4202 -0.5933 1.1 1.2 0.1
H 0.3165 2.0970 -1.0633 0.1 0.1 -0.4
H 1.8821 2.0889 -0.4460 -0.3 -0.2 -0.1
C 2.0021 -5.8248 1.9521 -0.3 -0.3 0.7
C 1.2460 -5.4468 0.7177 2.8 -0.2 -1.1
C 1.5118 -6.3450 -0.4337 2.0 -0.4 -1.7
O -0.0851 -5.5430 0.7047 -4.2 0.9 1.4
H 3.0230 -6.0404 1.6368 0.0 -0.2 0.3
H 1.5063 -6.6764 2.4179 0.4 -0.4 0.0
H 2.0371 -5.0460 2.7139 -0.1 0.2 -0.1
H 1.6680 -4.4860 0.4232 -0.5 0.7 -0.1
H 1.0149 -5.9508 -1.3202 -0.4 0.0 0.1
H 1.2113 -7.3852 -0.3080 0.0 0.1 0.3
H 2.5700 -6.2728 -0.6852 0.3 -0.5 -0.1
H -0.4826 -5.4040 1.5675 0.0 0.1 0.2
C -1.1181 1.1863 -3.3923 0.5 -1.1 0.7
C 0.0257 1.2138 -4.3841 -0.7 -2.0 1.0
C -0.1644 0.0167 -5.2424 1.5 -1.2 -0.7
O 0.0017 2.3357 -5.1244 -0.6 2.4 -1.4
H -1.1667 0.1636 -3.0182 0.3 -0.1 0.7
H -2.0965 1.2030 -3.8726 0.0 1.1 -0.1
H -0.8984 1.8630 -2.5666 -0.9 0.2 -0.2
H 1.0032 1.2560 -3.9036 0.2 -1.0 0.7
H -0.0164 -0.8931 -4.6607 -0.4 -0.1 0.3
H 0.6768 -0.0434 -5.9329 -0.2 0.2 -0.7
H -1.1217 -0.0090 -5.7631 0.1 0.1 0.0
H -0.1853 2.9463 -4.4076 0.2 1.5 -0.4
C -0.6055 6.0442 0.6215 0.3 -0.9 0.3
C 0.3666 7.1636 0.9870 -1.9 -0.7 0.0
C 1.7268 6.8999 0.4782 2.2 1.3 -0.2
O -0.0945 8.4283 0.5175 0.0 0.3 0.0
H -0.3594 5.1238 1.1510 0.4 0.0 0.4
H -0.4860 5.6920 -0.4031 -0.4 0.5 -0.4
H -1.6467 6.1846 0.9120 0.1 0.6 -0.3
H 0.3580 7.2716 2.0716 0.3 0.0 0.1
H 1.8833 6.8981 -0.6005 -0.8 -0.7 -0.3
H 2.3037 6.1052 0.9513 -0.4 0.0 -0.1
H 2.2660 7.8271 0.6719 0.4 0.1 0.6
H -0.5352 8.3192 -0.3283 0.0 -0.2 -0.1
```
Positions in Å, forces in eV/Å.

No. 2
Here is C9H12N2Si in the gas phase from OMol25. Energies are from wB97M-V/def2-TZVPD.

M ... 176.295 g/mol
LUMO energy ... -0.00507 Eh
Net charge ... 0
Energy relative to the best compared isomer or geometry (same formula, charge and spin) ... 3.828 eV
HOMO energy ... -0.3292 Eh
Energy ... -20382.006 eV

```
24
Properties=species:S:1:pos:R:3:forces:R:3
C -3.6443 -0.1345 -0.8375 0.1 0.1 1.1
C -3.1048 0.5143 0.0219 0.1 0.3 -1.0
C -2.2265 1.2554 0.8594 4.6 -0.6 1.5
N -2.5978 2.2800 1.5843 -1.3 -0.2 0.9
C -1.8101 2.8004 2.5535 2.5 -1.5 -2.1
C -0.4650 2.4474 2.6573 -0.7 0.2 1.4
N 0.0265 1.4190 1.9408 0.2 0.1 -0.8
C -0.7072 0.7747 1.0333 -2.6 2.0 -0.1
Si 0.3428 -0.2665 -0.1744 1.2 -0.9 -0.2
C 1.2060 0.6173 -1.6416 1.8 -0.2 1.9
C -0.6916 -1.6579 -0.8959 -3.7 0.1 2.5
C 1.8977 -0.8684 0.8055 -4.3 -2.7 0.9
H -4.1465 -0.8896 -1.3719 -0.3 -0.1 -0.5
H -2.1214 3.5604 3.1856 -1.3 1.4 0.7
H 0.1981 3.0191 3.4267 -1.0 -1.4 -1.5
H 2.3562 0.6923 -1.4696 -2.1 0.2 -0.1
H 1.0941 0.0533 -2.5132 -0.1 -1.6 -1.3
H 0.7745 1.5160 -1.9645 -0.3 1.8 0.0
H -1.5770 -1.4106 -1.5578 0.7 0.6 1.2
H -0.2285 -2.2078 -1.6095 2.4 -2.1 -1.7
H -1.1483 -2.3788 -0.0549 1.1 1.5 -1.8
H 2.6522 -1.1529 0.1738 1.9 -0.7 -1.7
H 2.1884 -0.1059 1.4167 0.9 2.2 1.7
H 1.6456 -1.7605 1.4950 0.4 1.3 -1.0
```
Positions in Å, forces in eV/Å.

No. 3
Here is a molecular structure, C18H13BF9IrN2O6S from OMol25. Energies are from wB97M-V/def2-TZVPD.

M ... 759.388 g/mol
LUMO energy (alpha / beta) ... -0.07762 / -0.07903 Eh
Net charge ... 0
Energy relative to the best compared isomer or geometry (same formula, charge and spin) ... 3.182 eV
HOMO energy (alpha / beta) ... -0.3088 / -0.3084 Eh
Energy ... -72950.181 eV

```
51
Properties=species:S:1:pos:R:3:forces:R:3
Ir 0.4645 0.0669 -0.0173 2.1 2.4 -3.7
F 2.6126 -0.2829 6.4930 0.0 0.1 -0.1
C 2.6597 -0.1289 5.1690 0.0 0.0 -0.4
C 1.5167 0.2419 4.4579 0.2 0.0 0.0
F 0.3726 0.4702 5.1016 0.1 -0.1 0.0
C 1.5765 0.3830 3.0794 1.1 -0.2 0.3
F 0.4616 0.7526 2.4238 -0.3 -0.2 -0.1
C 2.7599 0.1609 2.3625 -0.3 -0.1 0.9
S 2.8732 0.2800 0.6407 -2.0 0.1 -1.5
C 3.9007 -0.1817 3.1055 -0.7 0.1 0.1
F 5.0595 -0.3762 2.4765 0.1 -0.1 -0.1
C 3.8569 -0.3340 4.4835 -0.3 0.1 0.0
F 4.9612 -0.6725 5.1522 -0.1 0.0 0.0
O 0.7078 0.3327 -2.2537 0.0 -1.5 2.2
C 0.2171 1.2409 -2.9157 -0.4 1.4 -0.5
C -0.0179 2.6008 -2.5377 -0.1 -0.2 0.8
C -0.2959 3.5266 -3.5449 -0.1 0.5 -0.2
C -0.4080 4.8705 -3.2642 0.2 -1.0 0.5
C -0.2924 5.3319 -1.9391 -0.1 -0.1 -0.1
C -0.0820 4.4446 -0.9290 0.1 -0.3 0.2
C 0.0840 3.0386 -1.1657 -0.1 0.2 -1.3
O 0.3297 2.2776 -0.1923 0.1 -2.0 2.0
N -0.6084 5.8021 -4.3329 0.0 0.1 -0.3
O -0.7545 5.3507 -5.4511 -0.1 0.0 -0.4
O -0.6064 6.9846 -4.0589 -0.1 0.3 0.0
H -0.0504 1.0194 -3.9639 0.4 -0.1 0.1
H -0.3808 3.2003 -4.5714 0.0 0.0 -0.1
H -0.3826 6.3932 -1.7520 0.0 0.0 0.1
H -0.0089 4.7693 0.0966 0.0 0.1 0.1
O 1.0784 -2.1861 1.2457 -0.2 -0.4 0.3
C 0.7463 -2.7276 0.2010 0.5 -0.8 0.6
O 0.4505 -2.1202 -0.8666 0.1 1.6 0.3
C 0.6872 -4.2787 0.0456 0.4 0.5 0.8
N 0.0418 -4.4864 -1.2834 0.0 0.7 -0.7
C -1.2075 -5.2612 -1.1042 -0.7 -0.3 0.2
C -1.5822 -4.9721 0.3428 0.1 0.0 0.1
C -0.2296 -4.9721 1.0510 -0.1 0.0 0.0
H 1.7070 -4.6704 0.0713 -0.1 0.1 -0.1
H 0.6634 -4.8648 -1.9981 -0.1 0.0 0.2
H -0.1552 -3.4517 -1.5273 0.1 -0.7 -0.2
H -1.0072 -6.3241 -1.2635 0.1 0.1 0.0
H -1.9605 -4.9201 -1.8130 0.1 0.0 0.0
H -2.2679 -5.7076 0.7494 -0.1 -0.1 0.0
H -2.0415 -3.9896 0.4033 -0.1 0.0 0.0
H 0.1127 -5.9931 1.2313 0.0 0.0 0.0
H -0.2464 -4.4375 1.9972 0.1 0.0 0.0
F -3.6509 -0.8187 0.3698 -0.8 0.3 0.3
B -2.3953 -1.0144 -0.0649 0.3 -0.2 0.3
F -1.4587 -1.0546 1.0177 -0.2 -0.1 0.7
F -2.2763 -2.1924 -0.7775 -0.1 -0.8 -0.5
F -1.9157 0.0442 -0.8632 0.8 0.7 -0.4
```
Positions in Å, forces in eV/Å.